#one
Here is an isolated ion of composition C3H8NOS and charge +1 from the Open Molecules 2025 dataset. Energies are from wB97M-V/def2-TZVPD.

Atoms and positions in Å:
S  2.11533  -0.29242  1.78844
O  -0.08412  1.66715  1.60038
N  0.82455  -0.44471  0.88641
C  0.41980  -1.59692  0.24163
C  -0.29128  0.67502  0.74925
C  -0.28186  0.97197  -0.79595
H  0.58950  -2.45046  0.97377
H  1.06744  -1.94022  -0.61700
H  -0.74254  0.09967  -1.23807
H  -0.89065  1.86087  -1.08797
H  0.75677  1.08140  -1.18917
H  -1.23088  0.18604  0.96064
H  -0.65418  -1.43041  -0.00458
H  0.12815  2.49925  1.12862

Computed properties:
* HOMO level: -15.12 eV
* lowest unoccupied orbital energy: -7.32 eV
* HOMO-LUMO gap: 7.80 eV
* total charge: +1
* SMILES: C[C@H](O)[N+](C)=S



#two
Here is an isolated ion of composition C3H8NOS and charge +1 from the Open Molecules 2025 dataset. Energies are from wB97M-V/def2-TZVPD.

Atoms and positions in Å:
S  1.34016  -0.25844  2.57516
O  -1.50173  0.20950  -1.44783
N  -0.00183  -0.51370  0.25333
C  0.16085  0.83689  -0.11353
C  -0.15524  0.74695  -1.59023
C  0.37024  -1.04573  1.29459
H  1.32626  -1.29174  3.42975
H  0.04028  -2.00002  1.73773
H  0.47746  -0.03913  -2.04612
H  -0.70549  1.30648  0.36613
H  -0.70356  -0.93413  -0.33392
H  1.11552  1.25400  0.29209
H  0.00473  1.62769  -2.10921
H  -1.76764  0.10136  -2.30793

Computed properties:
* HOMO level: -14.93 eV
* lowest unoccupied orbital energy: -4.22 eV
* HOMO-LUMO gap: 10.71 eV
* total charge: +1



#two (114.7 kJ/mol below the next structure)



#one
Here is a 3-piece molecular cluster, C3H14NO2 overall from the Open Molecules 2025 dataset. Energies are from wB97M-V/def2-TZVPD.

Atoms and positions in Å:
O  0.01555  -0.83727  2.29185
O  -1.49160  1.95417  0.88251
N  -0.35338  -0.21967  -0.33310
C  2.03993  0.49931  -0.78177
C  0.87634  -0.28072  -1.21811
C  -1.44205  -1.15820  -0.68995
H  2.20100  0.46538  0.31691
H  1.11422  -1.32092  -1.36852
H  2.89504  -0.12183  -1.24148
H  -0.63551  0.81888  -0.34487
H  -1.21961  -1.47566  -1.80483
H  -0.06657  -0.72610  3.23231
H  0.28340  -1.76234  2.26983
H  2.10312  1.58220  -1.08446
H  0.06562  -0.20834  0.62066
H  -2.12514  2.63188  0.68559
H  0.52254  0.19869  -2.13794
H  -0.76829  2.41274  1.37724
H  -2.35394  -0.50767  -0.71973
H  -1.66068  -1.94453  0.04786

Computed properties:
* HOMO level: -15.92 eV
* lowest unoccupied orbital energy: -2.96 eV
* HOMO-LUMO gap: 12.96 eV
* total charge: +1



#two
Here is a 3-piece molecular cluster, C3H14NO2 overall from the Open Molecules 2025 dataset. Energies are from wB97M-V/def2-TZVPD.

Atoms and positions in Å:
O  4.19900  -1.45922  -4.81175
O  0.90891  -0.84291  0.25458
N  -1.15843  0.15480  1.78888
C  -2.23349  0.05318  -0.56993
C  -1.45064  0.90135  0.46679
C  -0.11338  0.95719  2.59204
H  0.51604  1.46295  1.91239
H  -1.91758  1.92360  0.81187
H  -0.78209  -0.78432  1.52953
H  1.63367  -0.63928  -0.49481
H  -0.51725  1.35137  0.02470
H  -3.22816  0.24895  -0.45193
H  4.52205  -2.29339  -5.14100
H  -2.06394  -0.04312  2.24107
H  -2.14452  -0.96950  -0.43359
H  4.44752  -0.68607  -5.40948
H  1.33827  -1.39067  0.85678
H  -0.61703  1.63114  3.23968
H  0.50918  0.20837  3.16133
H  -1.84811  0.21558  -1.56716

Computed properties:
* HOMO level: -13.38 eV
* lowest unoccupied orbital energy: -3.14 eV
* HOMO-LUMO gap: 10.23 eV
* total charge: +1



#one (66.2 kJ/mol below the next structure)



#one
Here is a 2-piece molecular cluster, C4H11NS overall from the Open Molecules 2025 dataset. Energies are from wB97M-V/def2-TZVPD.

Atoms and positions in Å:
S  -0.20767  0.06574  -2.35867
N  1.34394  0.50192  0.56885
C  0.68563  -1.02395  2.28689
C  0.50325  0.15121  1.63013
C  -0.61367  1.16714  1.88047
C  -1.35517  -0.92514  -1.33297
H  2.23158  -0.00780  0.61806
H  -0.23455  2.02117  2.43910
H  -1.42404  0.66361  2.40273
H  -2.36036  -0.59914  -1.67594
H  1.50862  1.51988  0.49154
H  0.81210  -0.15521  -1.48949
H  1.56392  -1.62402  2.04437
H  -0.96115  1.52983  0.90421
H  -0.03975  -1.43987  2.99208
H  -1.23366  -0.67248  -0.26196
H  -1.26789  -2.01687  -1.49493

Computed properties:
* HOMO level: -8.31 eV
* lowest unoccupied orbital energy: 0.86 eV
* HOMO-LUMO gap: 9.18 eV
* SMILES: C=C(C)N.CS



#two
Here is one molecule with the formula C4H11NS from the Open Molecules 2025 dataset. Energies are from wB97M-V/def2-TZVPD.

Atoms and positions in Å:
S  3.36570  -1.57820  0.20584
N  -0.11709  0.57243  -0.06134
C  2.15545  -0.20528  0.45811
C  -1.46574  0.18327  -0.36508
C  0.93290  -0.40395  -0.44775
C  -2.51755  0.72370  0.60004
H  1.77425  -0.14450  1.47555
H  -2.53438  1.80374  0.67508
H  2.70103  0.70048  0.21276
H  -3.47312  0.21284  0.43768
H  1.28369  -0.12414  -1.44520
H  -1.53082  -0.90388  -0.36035
H  -1.82019  0.46904  -1.37203
H  -2.35532  0.31140  1.60937
H  2.99315  -1.77634  -1.05128
H  0.19124  1.51297  -0.08945
H  0.41680  -1.35358  -0.48193

Computed properties:
* HOMO level: -8.48 eV
* lowest unoccupied orbital energy: 1.05 eV
* HOMO-LUMO gap: 9.53 eV
* SMILES: CCNCCS



#three
Here is one molecule with the formula C4H11NS from the Open Molecules 2025 dataset. Energies are from wB97M-V/def2-TZVPD.

Atoms and positions in Å:
S  -1.08972  -0.14146  -0.56761
N  0.61665  -0.85624  0.57020
C  -1.18986  1.34156  0.54624
C  2.11842  0.49161  -0.89515
C  -2.42648  -1.23787  -0.06385
C  1.63631  -0.87821  -0.40630
H  3.11019  0.44810  -1.35810
H  -0.69089  2.23526  0.09809
H  -2.76024  -1.15037  0.95692
H  1.38835  -1.39369  -1.30146
H  -2.03636  -2.28445  -0.03261
H  -2.14481  1.56271  0.82353
H  -3.28073  -1.16584  -0.88859
H  2.46075  -1.24210  0.13080
H  2.13144  1.10828  -0.07378
H  -0.67089  0.85335  1.36912
H  1.31816  0.80107  -1.49588

Computed properties:
* HOMO level: -7.26 eV
* lowest unoccupied orbital energy: 0.60 eV
* HOMO-LUMO gap: 7.86 eV



#four
Here is a 2-piece molecular cluster, C4H11NS overall from the Open Molecules 2025 dataset. Energies are from wB97M-V/def2-TZVPD.

Atoms and positions in Å:
S  2.93491  -0.13637  -0.45344
N  -2.51521  0.28775  -0.79615
C  1.50667  0.67334  -1.27404
C  -1.21633  0.34182  1.37767
C  -1.90278  0.93356  0.40519
C  2.08500  -1.45796  0.38590
H  -3.40426  0.67852  -1.09338
H  1.65583  1.65393  -1.75063
H  -0.96392  0.86252  2.27956
H  -2.07606  2.03222  0.49376
H  -2.57874  -0.71253  -0.36649
H  1.26954  -1.00763  1.11483
H  -1.10844  -0.71156  1.35295
H  1.62361  -2.23976  -0.28147
H  1.26142  -0.07059  -2.06466
H  2.81371  -1.87734  1.22483
H  0.61501  0.75008  -0.55444

Computed properties:
* HOMO level: -8.20 eV
* lowest unoccupied orbital energy: 1.01 eV
* HOMO-LUMO gap: 9.21 eV
* SMILES: C=CN.CSC



#one (12.1 kJ/mol below the next structure)



#one
Here is a 3-piece molecular cluster, C4H11NS overall from the Open Molecules 2025 dataset. Energies are from wB97M-V/def2-TZVPD.

Atoms and positions in Å:
S  -1.08004  0.14478  2.00417
N  0.06407  -1.19936  -1.84528
C  1.44851  0.30482  -0.01653
C  0.81052  1.63230  0.26588
C  -1.04858  -1.84588  -1.21325
C  1.27689  1.18601  -1.25475
H  2.48723  0.02996  0.15268
H  1.37609  2.35407  0.88738
H  2.14967  1.64450  -1.70416
H  -0.33029  -1.58621  -0.40494
H  -0.27469  1.70188  0.31463
H  0.81728  -0.46220  0.39872
H  -2.15885  -0.40153  1.77564
H  0.42113  1.03475  -1.90395
H  0.51630  -1.76273  -2.50458
H  -1.12040  -2.85021  -1.66086
H  -1.97537  -1.28666  -1.18840

Computed properties:
* HOMO level: -7.77 eV
* lowest unoccupied orbital energy: -3.47 eV
* HOMO-LUMO gap: 4.30 eV



#two
Here is a 2-piece molecular cluster, C4H11NS overall from the Open Molecules 2025 dataset. Energies are from wB97M-V/def2-TZVPD.

Atoms and positions in Å:
S  -1.70238  1.99678  1.13720
N  2.22165  0.49932  0.34882
C  1.50523  -0.70957  0.82329
C  -2.23405  0.37806  -1.08227
C  -1.47226  0.41571  0.23807
C  1.01500  -1.57127  -0.02208
H  -1.71291  0.97710  -1.83629
H  0.96628  -1.29998  -1.07431
H  0.58230  -2.53801  0.19338
H  1.43481  -0.67272  1.90442
H  -0.39530  0.43734  0.08090
H  -3.23189  0.79720  -0.92055
H  3.00633  0.64580  1.00176
H  1.59666  1.32726  0.37063
H  -1.72078  -0.44383  0.87467
H  -2.43406  -0.64396  -1.43786
H  2.57538  0.40478  -0.59977

Computed properties:
* HOMO level: -5.54 eV
* lowest unoccupied orbital energy: -0.84 eV
* HOMO-LUMO gap: 4.70 eV



#two (475.4 kJ/mol below the next structure)



#one
Here is a 2-piece molecular cluster, C4H11NS overall from the Open Molecules 2025 dataset. Energies are from wB97M-V/def2-TZVPD.

Atoms and positions in Å:
S  0.36148  1.31966  2.73418
N  -1.99787  -1.63543  -2.37836
C  1.86506  2.42879  2.97756
C  -2.34231  -2.95726  -2.59316
C  2.37076  2.88206  1.61510
C  -1.61185  -3.90811  -3.17752
H  1.75425  3.65517  1.16026
H  -2.71172  -1.00864  -2.06928
H  -2.12205  -4.83992  -3.36920
H  -0.52764  2.22822  3.20658
H  -0.56306  -3.79842  -3.40588
H  -1.07968  -1.34922  -2.16806
H  -3.33561  -3.21702  -2.25659
H  3.40127  3.23486  1.62723
H  2.56332  1.74089  3.44692
H  1.63128  3.21879  3.68202
H  2.34437  2.00560  0.96820

Computed properties:
* HOMO level: -8.10 eV
* lowest unoccupied orbital energy: 0.79 eV
* HOMO-LUMO gap: 8.89 eV
* SMILES: C=CN.CCS



#two
Here is one molecule with the formula C4H11NS from the Open Molecules 2025 dataset. Energies are from wB97M-V/def2-TZVPD.

Atoms and positions in Å:
S  -1.90830  -2.26206  2.41707
N  0.43258  0.48328  0.28141
C  -1.29505  -0.68337  1.53117
C  1.20686  0.41573  -0.97998
C  1.07901  1.81909  -1.69353
C  -0.01545  -0.82980  0.67271
H  2.22290  0.06984  -0.75120
H  -1.13299  0.11687  2.27362
H  0.55891  1.74976  -2.64010
H  -0.33616  -1.42430  -0.19895
H  -0.38937  1.04950  0.10746
H  -2.42519  -2.81006  1.32638
H  0.81595  -0.34391  -1.67056
H  2.08635  2.23535  -1.77760
H  -2.14865  -0.51669  0.88629
H  0.68220  -1.50412  1.16782
H  0.56642  2.43488  -0.95201

Computed properties:
* HOMO level: -9.15 eV
* lowest unoccupied orbital energy: 0.94 eV
* HOMO-LUMO gap: 10.09 eV
* SMILES: CCNCCS



#two (21.1 kJ/mol below the next structure)



#one
Here is C2H2I4 as an isolated structure from the Open Molecules 2025 dataset. Energies are from wB97M-V/def2-TZVPD.

Atoms and positions in Å:
I  -1.40834  -2.20588  -0.16735
I  -2.07102  1.88987  -0.32116
I  2.11215  -1.67580  0.41219
I  1.46514  2.41334  -0.25930
C  -0.11705  0.99976  -0.59599
C  0.10095  -1.09998  0.68572
H  0.02366  0.36099  -1.45994
H  -0.10550  -0.68231  1.70584

Computed properties:
* HOMO level (alpha / beta): -8.41 / -8.35 eV
* lowest unoccupied orbital energy (alpha / beta): -1.04 / -1.07 eV
* HOMO-LUMO gap (alpha / beta): 7.37 / 7.29 eV



#two
Here is C2H2I4 as an isolated structure from the Open Molecules 2025 dataset. Energies are from wB97M-V/def2-TZVPD.

Atoms and positions in Å:
I  -2.01181  1.71454  0.38215
I  1.59498  2.07288  -0.39410
I  -1.83169  -1.71924  -0.10647
I  1.74891  -1.59586  0.04700
C  -0.75470  0.06475  0.22235
C  0.53308  0.20910  -0.57823
H  0.28936  -0.68343  2.01033
H  0.43186  -0.06272  -1.58302

Computed properties:
* HOMO level (alpha / beta): -8.84 / -8.57 eV
* lowest unoccupied orbital energy (alpha / beta): -1.55 / -1.09 eV
* HOMO-LUMO gap (alpha / beta): 7.29 / 7.48 eV



#one (125.3 kJ/mol below the next structure)